[1]
Density functional theory data (ωB97M-V/def2-TZVPD) for a structure of composition C35H47F3N8O6SSc.

```
101
Properties=species:S:1:pos:R:3:forces:R:3:lowdin_charge:R:1
Sc 0.66872 -0.37744 -0.56663 -0.116 -0.485 0.109 1.0642
O -1.42738 2.78132 0.95793 0.420 -1.232 0.510 0.0059
C -0.91032 1.63191 0.88776 -0.160 1.719 0.821 -0.4976
O -0.93492 0.93762 -0.16708 0.231 -0.649 -0.037 -0.1018
C -0.13587 1.09499 2.12176 -1.759 0.831 -1.335 -0.1476
C -0.39526 1.58629 3.40704 1.873 -1.640 -1.458 0.0310
C 0.36875 1.00551 4.39936 -0.139 0.025 1.830 -0.0330
C 1.32238 0.05586 4.10471 -0.341 0.651 -1.022 -0.0107
C 1.51948 -0.25766 2.77119 1.261 -1.914 0.099 -0.1052
N 0.74793 0.14461 1.78405 -0.506 1.163 -0.016 0.0701
H -1.05048 2.37674 3.57767 -1.109 1.028 0.116 0.1035
H 0.23800 1.27117 5.46391 -0.080 0.017 -0.731 0.1309
H 1.92488 -0.40107 4.84768 0.473 -0.264 0.504 0.1109
H 2.31356 -0.95688 2.48622 -0.260 0.117 0.309 0.0314
C 0.49142 0.34251 -3.64587 0.832 -0.344 0.007 -0.0805
N 0.19880 -0.87669 -2.83231 -0.244 0.096 -0.343 -0.2933
C -1.22921 -1.26859 -3.11953 1.273 -1.464 -0.442 -0.0468
C 1.14931 -1.95922 -3.28090 -1.361 0.083 -1.470 -0.1739
C 2.47734 -1.87055 -2.62477 -0.219 2.218 0.178 -0.2089
N 2.32787 -1.90000 -1.17715 -1.041 -1.351 0.357 -0.3232
C 3.59315 -1.50629 -0.62241 1.634 -0.221 1.185 -0.1328
C 2.04194 -3.36990 -0.78756 -1.410 2.489 -0.285 0.0093
H 0.37228 0.09793 -4.73597 0.068 0.396 0.870 0.1126
H 1.52184 0.69602 -3.40245 -0.760 -0.345 -0.508 0.0741
H -0.17112 1.12966 -3.31492 -0.322 0.252 -0.219 0.0668
H -1.31690 -1.48312 -4.21239 -0.073 -0.169 0.801 0.1128
H -1.92347 -0.51684 -2.88663 -0.518 1.633 0.266 0.0572
H -1.55788 -2.09401 -2.46595 0.562 -0.075 -0.565 0.0928
H 1.26017 -1.89207 -4.40197 -0.083 -0.071 0.950 0.1483
H 0.69120 -2.92941 -3.08437 -0.135 0.142 0.017 0.1139
H 2.92025 -0.86071 -2.80410 -0.055 -0.836 -0.416 0.1307
H 3.12276 -2.65000 -2.97574 0.633 -0.455 -0.256 0.1359
H 4.34771 -2.26738 -0.86954 0.208 0.293 -0.516 0.1016
H 3.60773 -1.64067 0.46740 -0.391 0.644 -0.146 -0.0025
H 3.92070 -0.49657 -0.94846 -0.355 -0.673 0.309 0.0953
H 2.97181 -3.82841 -0.91096 1.285 -1.335 -0.134 0.0763
H 1.25735 -3.72260 -1.47017 0.467 -0.184 0.402 0.0918
H 1.64865 -3.40936 0.22239 0.280 -0.105 0.014 0.0573
O 0.00029 -3.33799 1.57529 0.387 -0.461 0.745 0.0511
C -0.80042 -2.71363 0.91900 -1.355 0.769 -0.394 -0.5408
O -0.50161 -2.02578 -0.13165 0.217 0.812 -0.294 -0.1316
C -2.30366 -2.71411 1.28668 2.001 -0.441 0.334 -0.1072
C -3.26550 -1.86968 0.81801 -1.253 -0.236 0.320 -0.0179
C -4.60050 -2.04238 1.12234 0.354 -0.466 0.251 -0.0268
C -4.97236 -3.08367 1.95983 -0.002 0.600 -0.032 0.0071
C -4.00795 -3.88869 2.48457 0.805 0.382 -0.328 -0.1101
C -2.64328 -3.68710 2.17017 -1.614 -2.151 0.402 0.0706
N -4.49644 -4.93926 3.39188 1.178 -0.314 0.674 -0.3478
O -3.61422 -5.55890 3.96402 -0.318 -0.150 -0.075 0.0821
O -5.68578 -5.10017 3.56465 0.215 0.123 -0.282 0.0898
H -3.03426 -1.04681 0.24902 0.859 1.677 -1.555 0.0807
H -5.31745 -1.38322 0.68721 -0.468 0.324 -0.044 0.1046
H -5.95879 -3.26868 2.30805 -0.840 0.052 -0.179 0.1157
H -1.89485 -4.42708 2.38941 0.077 -0.012 0.681 0.1237
F 1.30418 8.83812 -2.07834 1.280 1.015 0.362 0.1870
C 0.67761 8.03788 -2.89314 -1.354 -0.536 -1.097 -0.5749
F -0.64082 8.30789 -2.65383 -0.114 -0.312 -0.417 0.1084
F 0.90984 8.39078 -4.20094 0.041 -0.485 1.423 0.1252
C 0.98205 6.59963 -2.56046 0.398 -0.984 -0.063 -0.1272
C 1.44757 5.65053 -3.46314 0.851 -0.040 0.111 0.0009
C 1.87120 4.38105 -3.02527 -0.649 0.327 0.642 -0.0039
C 1.63580 3.95360 -1.70807 -0.517 2.692 0.810 -0.2531
C 1.09463 4.91432 -0.77737 -0.001 -0.055 -1.655 -0.0086
C 0.83964 6.20095 -1.22689 -0.880 0.884 0.903 -0.0489
C 1.87289 2.66141 -1.23852 0.214 -0.998 -0.479 -0.1502
C 1.93462 1.46517 -1.02874 -0.242 -0.974 0.502 -0.0541
H 1.61734 5.92402 -4.49527 -0.061 0.030 -0.059 0.1210
H 2.37163 3.69610 -3.68286 -0.045 -0.118 -0.404 0.1147
H 0.78222 4.63612 0.21927 0.371 -0.157 0.090 0.1140
H 0.41158 6.95737 -0.52427 0.526 -0.747 -0.474 0.1399
C 4.40471 -6.54726 3.98380 1.780 0.824 0.046 -0.0575
N 4.53415 -5.07894 3.85122 0.103 -0.503 0.624 -0.0305
C 3.64495 -4.20684 3.36472 0.367 -0.579 -0.866 -0.8729
S 4.11618 -2.74115 2.65229 0.454 0.058 0.432 0.6285
N 2.37680 -4.57708 3.24272 -1.490 0.179 -0.231 -0.0354
C 1.57597 -5.55470 4.01365 0.004 1.083 0.475 -0.0531
H 5.41914 -6.91390 3.78575 -0.150 -0.058 0.247 0.0923
H 3.83072 -7.00863 3.22028 -0.950 -0.034 -0.606 0.0713
H 4.13143 -6.88665 4.97088 -0.343 0.053 0.247 0.0795
H 5.47155 -4.71801 3.92520 -0.107 0.039 -0.045 0.1108
H 1.87897 -3.89861 2.64125 -0.081 -0.824 0.792 0.0770
H 1.84919 -5.62522 5.08805 0.230 0.056 -0.814 0.1036
H 1.49330 -6.52151 3.56313 0.450 -0.668 -0.268 0.0692
H 0.56452 -5.17745 4.00273 -0.313 0.279 0.034 0.0725
N -3.09639 4.23368 -0.43849 0.349 -0.079 0.839 0.0207
C -2.54613 5.09089 -1.51947 0.922 -0.167 0.330 -0.0805
C -1.90650 4.15418 -2.54615 1.053 0.590 -1.404 -0.1763
N -2.05451 2.76375 -2.26927 -0.302 0.197 -0.534 -0.0408
C -3.38571 2.36854 -1.93342 -0.592 -1.166 -0.670 -0.1848
C -4.11242 3.29884 -0.98099 -0.447 0.455 1.762 -0.0977
H -3.46425 4.73947 0.36304 -0.226 0.458 -0.284 0.1794
H -2.36627 3.61857 0.04193 0.337 0.115 -0.350 0.0929
H -1.72254 5.72843 -1.16318 -0.808 0.048 0.314 0.1141
H -3.36144 5.64525 -1.95345 -0.216 0.418 0.072 0.1260
H -0.81091 4.33571 -2.59779 -0.778 0.094 0.020 0.1009
H -2.30016 4.40907 -3.54305 0.032 -0.201 0.199 0.1331
H -1.41545 2.50263 -1.56622 0.830 -0.621 0.921 0.0560
H -3.32066 1.40676 -1.44764 0.041 -0.460 -0.006 0.1047
H -3.92858 2.22026 -2.88067 -0.234 0.174 0.446 0.1338
H -4.63115 2.87176 -0.07963 0.719 -0.280 -0.972 0.1517
H -4.85682 3.92371 -1.40309 -0.760 0.487 -0.925 0.1110
```
Positions in Å, forces in eV/Å.

Values from the calculation:
LUMO energy ... -2.42 eV
Charge ... +1
Frontier orbital gap ... 7.59 eV

***

[2]
Density functional theory data (ωB97M-V/def2-TZVPD) for a structure of composition C35H47LaN10SSb.

```
95
Properties=species:S:1:pos:R:3:forces:R:3:lowdin_charge:R:1
La 0.00000 0.00000 0.00000 -0.186 -3.210 -0.091 1.4509
C -1.78624 4.25773 1.10130 -0.088 -0.536 -0.173 0.0110
C -1.25660 3.04107 0.36563 -0.524 0.225 0.391 -0.2135
N -1.48719 1.81047 0.73845 -0.003 3.472 0.109 -0.1127
N -2.13220 1.62880 1.91953 -0.094 0.157 0.099 -0.0126
C -2.63321 0.39663 2.14505 -1.013 -0.271 0.923 -0.8192
N -3.20922 0.19556 3.35363 0.442 -0.072 -0.553 0.1512
S -2.57978 -0.76521 0.98159 -1.995 -0.205 -0.408 0.7393
C -0.40432 3.24320 -0.84286 -0.201 -0.532 0.248 -0.2151
C -0.00414 4.48182 -1.33183 -0.008 -0.183 -0.043 0.0187
C 0.81127 4.51719 -2.46299 0.209 -0.237 -0.110 -0.0099
C 1.20564 3.32595 -3.05951 -0.292 0.737 0.187 -0.0059
C 0.77108 2.14049 -2.49459 -1.290 0.734 -0.604 -0.1324
N -0.01583 2.07914 -1.40127 0.530 1.406 -1.635 -0.0165
H -2.81063 4.07879 1.44212 0.116 -0.047 0.063 0.0961
H -1.83590 5.14670 0.47258 0.178 -0.194 0.045 0.0823
H -1.14719 4.46261 1.96476 -0.030 0.091 0.031 0.0994
H -2.28000 2.38323 2.57229 -0.004 0.160 -0.041 0.1510
H -2.88582 0.72405 4.15048 -0.106 0.041 0.157 0.1113
H -3.49543 -0.75794 3.54483 0.073 0.230 0.003 0.1200
H -0.29043 5.41593 -0.86834 -0.070 -0.160 0.065 0.1145
H 1.13886 5.46850 -2.87366 -0.079 -0.118 0.117 0.1245
H 1.83875 3.31956 -3.93978 -0.111 -0.039 0.091 0.1240
H 1.05088 1.17846 -2.91488 -0.899 1.717 -0.587 0.0817
C 2.21762 4.00447 4.06398 -0.076 -0.031 -0.033 -0.0584
C 3.20690 4.06063 3.08494 -0.250 -0.399 -0.414 -0.0529
C 3.09858 3.27552 1.93206 0.276 0.237 0.022 -0.0002
C 1.99977 2.42348 1.73994 0.038 0.806 1.257 -0.2431
C 1.01663 2.38307 2.73821 -0.037 0.056 0.053 -0.0374
C 1.12036 3.16507 3.89181 0.022 -0.142 -0.378 -0.0576
N 1.80666 1.59071 0.61788 1.475 0.013 -0.701 -0.0826
N 2.70067 1.69311 -0.25775 0.260 -0.351 -0.779 0.1096
C 2.67042 0.89928 -1.45770 0.751 -0.554 0.074 -0.3355
C 3.76255 1.10169 -2.30511 -0.063 0.168 0.556 0.0215
C 3.86030 0.40729 -3.51112 -0.366 -0.162 -0.190 0.0015
C 2.86069 -0.48727 -3.86108 0.916 1.753 -0.599 -0.0181
C 1.80292 -0.65162 -2.98731 0.331 2.611 2.653 -0.3293
N 1.68605 0.00806 -1.81498 2.436 -0.855 0.395 -0.1277
H 2.30191 4.61374 4.96024 -0.013 -0.123 -0.143 0.1161
H 4.06542 4.71408 3.21637 -0.138 -0.157 -0.069 0.1140
H 3.88469 3.33565 1.18487 -0.191 -0.115 0.076 0.1096
H 0.15702 1.72822 2.61153 0.291 0.005 0.166 0.0674
H 0.34521 3.11535 4.65192 0.146 -0.062 -0.084 0.1128
H 4.53906 1.80612 -2.02274 -0.188 -0.097 0.094 0.1261
H 4.71027 0.56845 -4.16793 -0.109 -0.008 0.130 0.1244
H 2.90308 -1.04282 -4.79115 0.003 0.175 0.176 0.1285
H 0.99219 -1.33917 -3.21133 1.951 2.129 2.096 -0.0365
N -0.34714 -0.95149 2.27041 1.430 -0.123 0.912 -0.1007
C -0.25496 -1.28211 3.37838 0.374 -0.498 1.719 -0.1715
C -0.14267 -1.68498 4.72856 -0.223 0.331 -0.955 -0.2740
C 0.44842 -2.92852 5.04819 0.506 -0.843 0.075 -0.2481
N 0.93357 -3.94896 5.31050 -0.378 0.729 -0.236 0.1329
C -0.62152 -0.84444 5.75917 -0.244 0.331 0.163 -0.2678
N -1.01448 -0.15462 6.60483 0.067 -0.143 -0.522 0.1152
C 0.23001 -4.37713 -4.31489 -0.025 -0.103 -0.140 -0.0848
C 0.49784 -3.06024 -3.55609 0.050 -0.743 -0.344 -0.6223
C 0.09789 -1.88650 -4.46140 -2.250 -0.147 -1.724 -0.1365
C 2.00298 -2.96128 -3.26938 0.713 -2.611 0.764 -0.1175
Sb -0.58689 -2.81733 -1.60332 -0.192 -0.548 0.025 1.5628
C -2.76962 -2.89913 -2.08175 -0.625 -0.103 -0.257 -0.7088
C -3.58748 -3.19371 -0.81638 0.202 -0.122 0.309 -0.1567
C -3.16278 -1.49017 -2.56406 0.408 0.349 -0.003 -0.1446
C -3.12516 -3.92578 -3.15937 0.092 -0.135 -0.174 -0.1200
C 0.07745 -4.50825 -0.30176 0.458 -0.583 0.604 -0.6959
C -0.90258 -4.70759 0.86345 -0.371 0.234 0.028 -0.1169
C 0.25006 -5.83243 -1.04682 -0.086 -0.040 -0.322 -0.1196
C 1.42718 -4.08188 0.30808 0.062 0.423 0.083 -0.1624
H 0.81164 -4.39704 -5.26204 -0.215 0.140 0.471 0.0990
H -0.82521 -4.50166 -4.58938 0.281 0.107 0.105 0.0632
H 0.52833 -5.26496 -3.74237 -0.057 0.337 -0.095 0.0651
H 0.68062 -1.89992 -5.40812 -0.202 -0.016 0.478 0.1190
H 0.28287 -0.91831 -3.94879 -2.511 -0.526 -2.679 0.0590
H -0.97196 -1.95289 -4.73243 0.453 -0.078 -0.029 0.0860
H 2.58830 -2.97619 -4.21444 -0.368 -0.034 0.475 0.1134
H 2.33921 -3.82077 -2.66052 -0.122 0.242 -0.328 0.0936
H 2.23550 -2.01998 -2.72701 0.991 -3.616 0.348 0.0369
H -3.31334 -2.49286 0.00106 -0.528 -1.092 -0.674 -0.0666
H -3.44089 -4.23182 -0.48639 -0.004 0.347 0.032 0.0694
H -4.67527 -3.08859 -1.01982 0.569 0.123 -0.035 0.1028
H -2.93071 -0.73740 -1.77959 -0.280 -0.307 -0.459 0.0267
H -4.24947 -1.43445 -2.79033 0.556 -0.110 0.176 0.1015
H -2.61212 -1.20338 -3.47752 -0.255 -0.062 0.275 0.0618
H -2.77851 -4.93775 -2.86308 -0.252 0.484 -0.347 0.0856
H -2.68033 -3.63393 -4.12606 -0.113 -0.305 0.315 0.0615
H -4.22482 -3.95450 -3.32114 0.523 -0.016 0.214 0.0969
H -1.85388 -5.12622 0.50769 0.158 0.222 0.180 0.0637
H -1.08479 -3.74884 1.39559 -0.026 -0.573 -0.181 0.0695
H -0.50020 -5.44309 1.59439 0.008 0.506 -0.434 0.1041
H -0.69429 -6.11512 -1.55500 0.583 -0.065 0.143 0.0824
H 0.53586 -6.64083 -0.33956 -0.256 0.472 -0.265 0.0999
H 1.07485 -5.75355 -1.77558 -0.414 -0.142 0.145 0.0624
H 1.31257 -3.13149 0.87529 0.252 -0.689 -0.352 -0.0041
H 2.19389 -3.91465 -0.46997 -0.247 0.009 0.379 0.0607
H 1.81620 -4.85622 1.00550 -0.386 0.271 -0.428 0.1031
H 1.84239 -1.28384 0.38269 -0.122 0.650 -0.077 -0.0691
```
Positions in Å, forces in eV/Å.

Values from the calculation:
LUMO energy (spin up / spin down) ... -4.38 / -4.38 eV
Charge ... +1
Frontier orbital gap (spin up / spin down) ... 5.16 / 5.16 eV

***

For each record above, in turn, the calculated maximum force values are 2.89; 3.77 eV/Å.
For each record above, in turn, the calculated total energy values are -100946.764; -70177.274 eV.